A 10-piece molecular cluster, C98H220F6N4O6P4 overall in a non-equilibrium geometry, computed with the ωB97M-V functional and the def2-TZVPD basis.

Calculated values
LUMO   -10.241 eV
Calculated total energy   -176838.568 eV
HOMO-LUMO gap   5.32 eV
E_HOMO   -15.56 eV
Net charge   +6

Each line ends with the Löwdin charge.
CARTESIAN COORDINATES (ANGSTROEM)
1 C 0.806192 7.832483 6.249715  -0.06
2 C 1.592122 7.502923 4.933245  -0.23
3 C 2.981502 6.923003 5.185045  -0.11
4 N 3.787712 6.722713 3.880405  -0.25
5 C 3.972272 7.983503 3.025535  0.06
6 C 5.182812 6.188573 4.174425  -0.08
7 C 5.618492 5.343163 2.968525  -0.13
8 C 4.352172 5.184453 2.157465  -0.16
9 C 3.159632 5.531583 3.102085  -0.08
10 H 0.630592 6.888643 6.765885  0.06
11 H -0.099258 8.418503 6.092115  0.07
12 H 1.426122 8.416093 6.930295  0.09
13 H 1.627292 8.449213 4.393445  0.11
14 H 1.012972 6.851113 4.279175  0.09
15 H 3.073682 6.046803 5.826815  0.14
16 H 3.519662 7.694183 5.736195  0.14
17 H 4.732882 7.908803 2.248365  0.12
18 H 4.221042 8.824703 3.672515  0.12
19 H 2.954132 8.076653 2.647625  0.10
20 H 5.750232 7.092873 4.394345  0.14
21 H 5.094042 5.541643 5.047165  0.13
22 H 6.351472 5.846813 2.338305  0.12
23 H 6.163542 4.482173 3.355465  0.11
24 H 4.325402 5.795453 1.255215  0.11
25 H 4.233502 4.168983 1.779515  0.09
26 H 2.233622 5.788833 2.587855  0.12
27 H 2.889702 4.710953 3.766765  0.12
28 C 1.564662 -3.130577 1.500755  -0.07
29 C 0.824292 -1.959447 0.801735  -0.21
30 C 1.725612 -0.676307 0.643595  -0.08
31 N 1.051772 0.633633 0.120665  -0.18
32 C 0.379282 0.306923 -1.263045  0.05
33 C 1.968662 1.895313 0.013925  -0.06
34 C 1.200442 3.034393 0.582905  -0.11
35 C -0.196668 2.433393 0.891725  -0.15
36 C -0.076158 0.980723 1.079485  -0.14
37 H 2.301902 -3.611407 0.857815  0.05
38 H 0.860782 -3.851607 1.916415  0.08
39 H 2.083882 -2.785797 2.394985  0.08
40 H 0.072992 -1.696217 1.546285  0.09
41 H 0.394582 -2.366147 -0.113705  0.08
42 H 2.571182 -0.892037 -0.009525  0.11
43 H 2.077282 -0.497607 1.659705  0.11
44 H -0.237518 1.153253 -1.565345  0.10
45 H -0.192298 -0.599637 -1.064195  0.08
46 H 1.079132 0.105693 -2.074095  0.09
47 H 2.262622 1.993943 -1.031045  0.13
48 H 2.840892 1.654893 0.621805  0.11
49 H 1.215642 3.921443 -0.050345  0.12
50 H 1.741962 3.357243 1.472075  0.10
51 H -0.827368 2.469103 0.003455  0.09
52 H -0.842398 2.832893 1.673735  0.12
53 H -0.966888 0.432083 0.773385  0.13
54 H 0.162652 0.620083 2.079985  0.14
55 C 6.284822 4.661103 -3.603385  0.03
56 N 5.838352 3.548163 -2.692075  -0.28
57 C 7.045082 2.572543 -2.381965  0.03
58 C 5.484462 4.196513 -1.306255  0.01
59 C 4.729912 2.712693 -3.390215  -0.10
60 C 4.897782 2.125173 -4.760295  -0.22
61 O 4.818712 3.101503 -5.805455  -0.06
62 H 5.325802 5.133843 -3.815245  0.11
63 H 6.753872 4.202633 -4.473965  0.12
64 H 6.888982 5.334473 -2.995395  0.11
65 H 7.932452 3.127033 -2.076645  0.11
66 H 7.257132 2.011623 -3.292185  0.09
67 H 6.723232 1.903413 -1.583985  0.07
68 H 6.422462 4.583253 -0.907905  0.10
69 H 5.109222 3.454733 -0.601225  0.07
70 H 4.700532 4.946293 -1.412965  0.09
71 H 3.829942 3.320073 -3.293995  0.11
72 H 4.572902 1.858243 -2.731915  0.10
73 H 4.081802 1.445373 -5.005555  0.11
74 H 5.812542 1.539073 -4.848645  0.12
75 H 4.038652 3.661003 -5.797585  0.03
76 C -3.179048 4.552093 -1.173255  0.02
77 N -3.717268 4.458453 -2.622475  -0.28
78 C -2.693018 3.683953 -3.545725  0.04
79 C -5.113498 3.852153 -2.733985  0.03
80 C -3.651388 5.933683 -3.193725  -0.08
81 C -4.036558 6.132773 -4.641165  -0.25
82 O -5.399238 5.926433 -4.857415  -0.04
83 H -2.188528 5.006263 -1.146975  0.10
84 H -3.137348 3.527803 -0.802855  0.08
85 H -3.802158 5.195853 -0.552435  0.11
86 H -3.014468 3.565123 -4.580455  0.10
87 H -2.638478 2.720373 -3.039125  0.07
88 H -1.760088 4.246763 -3.577115  0.08
89 H -5.168578 2.998263 -2.058755  0.08
90 H -5.291168 3.526703 -3.758985  0.11
91 H -5.791708 4.671563 -2.495885  0.11
92 H -2.682438 6.422623 -3.092815  0.13
93 H -4.296978 6.487923 -2.512455  0.14
94 H -3.499168 5.586233 -5.416165  0.11
95 H -3.937898 7.181283 -4.922205  0.15
96 H -5.868638 6.719913 -4.589745  0.11
97 C -2.678848 -11.944447 4.023935  -0.10
98 C -2.481848 -10.534517 4.474165  -0.28
99 C -2.598708 -9.483537 3.496275  -0.28
100 C -4.011948 -9.333987 2.977715  -0.26
101 P -4.150878 -8.263497 1.493815  1.02
102 C -3.102238 -6.824767 1.915585  -0.25
103 C -3.490688 -5.466627 1.250725  -0.23
104 C -2.397678 -4.383317 1.446475  -0.26
105 C -2.319028 -3.901937 2.878215  -0.11
106 C -3.595308 -9.054367 -0.020045  -0.23
107 C -3.831238 -8.136787 -1.248375  -0.25
108 C -3.737508 -8.868777 -2.605865  -0.21
109 C -3.745198 -7.751797 -3.725965  -0.09
110 C -5.838688 -7.665397 1.420395  -0.30
111 C -6.831378 -8.760427 1.520565  -0.28
112 C -8.281868 -8.216747 1.338525  -0.22
113 C -9.508858 -9.190547 1.544595  -0.08
114 H -3.647018 -12.244447 3.623005  0.08
115 H -2.535718 -12.634357 4.855585  0.09
116 H -1.996638 -12.368987 3.287425  0.08
117 H -1.552278 -10.398227 5.026805  0.13
118 H -3.324388 -10.401257 5.152735  0.12
119 H -1.938968 -9.703657 2.656995  0.12
120 H -2.348948 -8.489287 3.866665  0.11
121 H -4.784098 -9.050067 3.692745  0.12
122 H -4.471408 -10.254987 2.618895  0.10
123 H -2.121568 -7.164467 1.582415  0.10
124 H -3.096428 -6.626127 2.987315  0.10
125 H -4.442328 -5.193047 1.706395  0.11
126 H -3.606648 -5.507797 0.167695  0.09
127 H -2.559088 -3.601997 0.703785  0.09
128 H -1.451638 -4.778167 1.076075  0.09
129 H -1.739038 -2.979517 2.907625  0.05
130 H -1.816018 -4.529487 3.613915  0.08
131 H -3.195398 -3.516417 3.399215  0.08
132 H -4.250058 -9.925337 0.008495  0.11
133 H -2.565728 -9.392937 0.095835  0.11
134 H -3.157988 -7.284137 -1.159885  0.08
135 H -4.768978 -7.587127 -1.329645  0.10
136 H -4.410908 -9.706057 -2.789155  0.12
137 H -2.758658 -9.346527 -2.647125  0.11
138 H -4.739138 -7.304977 -3.702765  0.07
139 H -3.525158 -8.142547 -4.719435  0.08
140 H -3.005438 -6.955207 -3.646595  0.04
141 H -5.995568 -7.099377 0.502185  0.10
142 H -6.008498 -6.909437 2.187065  0.12
143 H -6.801148 -9.338707 2.444025  0.12
144 H -6.762998 -9.477657 0.702645  0.12
145 H -8.200028 -7.727357 0.368005  0.10
146 H -8.424268 -7.540987 2.181835  0.10
147 H -10.492818 -8.732137 1.445625  0.08
148 H -9.521598 -9.668387 2.524195  0.07
149 H -9.493398 -10.073927 0.906235  0.07
150 C -5.418008 -0.139757 -1.631755  -0.09
151 C -4.125588 0.063893 -2.449405  -0.27
152 C -3.817768 -1.197507 -3.267745  -0.25
153 C -2.548268 -1.053327 -4.126425  -0.24
154 P -2.252208 -2.616397 -5.142375  1.08
155 C -3.799268 -3.018887 -6.160145  -0.20
156 C -4.688038 -4.159587 -5.622195  -0.26
157 C -6.116488 -4.137617 -6.094635  -0.28
158 C -7.118668 -3.389467 -5.251735  -0.10
159 C -1.877498 -4.046207 -4.039765  -0.27
160 C -0.613318 -3.879577 -3.140055  -0.22
161 C -0.284638 -5.212017 -2.442385  -0.26
162 C 1.019492 -5.232997 -1.733835  -0.11
163 C -0.785078 -2.313327 -6.222395  -0.28
164 C -0.187958 -3.527377 -6.936145  -0.22
165 C 0.889152 -3.153887 -8.002845  -0.21
166 C 0.251242 -2.127417 -8.953005  -0.10
167 H -5.196488 -0.970117 -0.961275  0.07
168 H -6.265848 -0.505697 -2.210845  0.09
169 H -5.686438 0.766113 -1.088215  0.07
170 H -3.324648 0.350663 -1.767965  0.09
171 H -4.356458 0.869533 -3.146355  0.09
172 H -4.698078 -1.385107 -3.882535  0.10
173 H -3.639448 -2.083787 -2.658795  0.10
174 H -1.612988 -0.982657 -3.571125  0.07
175 H -2.670508 -0.205507 -4.800485  0.10
176 H -3.398108 -3.335877 -7.122785  0.10
177 H -4.344228 -2.085977 -6.304385  0.10
178 H -4.859098 -4.232017 -4.548135  0.10
179 H -4.400228 -5.159867 -5.945755  0.12
180 H -6.476398 -5.165907 -6.060045  0.12
181 H -6.251568 -3.815197 -7.127055  0.12
182 H -7.433248 -3.960047 -4.377915  0.08
183 H -8.016508 -3.212027 -5.843765  0.09
184 H -6.716078 -2.452047 -4.867975  0.05
185 H -1.866568 -4.970537 -4.617345  0.10
186 H -2.832788 -4.143057 -3.523885  0.07
187 H -0.953508 -3.227857 -2.335295  0.09
188 H 0.215942 -3.404127 -3.663875  0.09
189 H -0.173168 -5.835987 -3.329145  0.12
190 H -0.975198 -5.574387 -1.680865  0.11
191 H 1.907872 -5.200617 -2.364585  0.08
192 H 1.128172 -6.181047 -1.207055  0.09
193 H 1.091982 -4.351477 -1.096835  0.05
194 H -0.052478 -1.798117 -5.601135  0.08
195 H -1.293028 -1.583687 -6.853035  0.08
196 H -0.898268 -4.109537 -7.523195  0.12
197 H 0.361172 -4.025767 -6.137285  0.10
198 H 1.313112 -4.033067 -8.488045  0.12
199 H 1.678142 -2.585237 -7.510685  0.08
200 H -0.670328 -2.452187 -9.436045  0.08
201 H 0.903412 -1.866447 -9.786465  0.09
202 H 0.012462 -1.171247 -8.487365  0.06
203 C 8.645192 -5.382037 -4.315515  -0.09
204 C 7.143702 -5.284727 -4.444275  -0.28
205 C 6.540172 -4.020757 -3.911575  -0.22
206 C 6.264572 -4.085327 -2.326045  -0.20
207 P 6.000732 -2.442587 -1.500155  1.01
208 C 5.194452 -2.736307 0.083235  -0.25
209 C 6.007762 -3.718997 0.965365  -0.26
210 C 5.237362 -4.273947 2.127835  -0.27
211 C 6.248752 -4.978197 3.102735  -0.07
212 C 7.626262 -1.721847 -1.267145  -0.28
213 C 8.417012 -1.276507 -2.510115  -0.22
214 C 9.891452 -1.073807 -2.147235  -0.21
215 C 10.026872 -0.321657 -0.782305  -0.09
216 C 5.048362 -1.345137 -2.560105  -0.23
217 C 3.644332 -2.010897 -2.838255  -0.22
218 C 2.852672 -1.398587 -4.049825  -0.23
219 C 3.566382 -1.730437 -5.375975  -0.09
220 H 9.057982 -6.084597 -5.039475  0.09
221 H 8.961912 -5.682267 -3.316695  0.08
222 H 9.237692 -4.505987 -4.579285  0.08
223 H 6.643382 -6.190107 -4.100695  0.12
224 H 6.835722 -5.370577 -5.486335  0.12
225 H 5.556222 -3.857427 -4.351175  0.08
226 H 7.048762 -3.196957 -4.412345  0.10
227 H 7.161732 -4.429357 -1.811405  0.09
228 H 5.440572 -4.722077 -2.004075  0.09
229 H 4.225482 -3.212197 -0.067525  0.07
230 H 5.092332 -1.782477 0.600795  0.08
231 H 6.910622 -3.246687 1.352475  0.12
232 H 6.325292 -4.590317 0.392575  0.11
233 H 4.512442 -4.993197 1.746705  0.11
234 H 4.699222 -3.482457 2.649425  0.10
235 H 6.930032 -4.224397 3.497365  0.08
236 H 6.814302 -5.773347 2.616945  0.08
237 H 5.695452 -5.342687 3.968235  0.08
238 H 8.205332 -2.522027 -0.806195  0.11
239 H 7.466562 -0.901097 -0.567875  0.09
240 H 7.942402 -0.339467 -2.801335  0.09
241 H 8.411762 -2.016327 -3.310565  0.09
242 H 10.249892 -0.471717 -2.982155  0.11
243 H 10.502262 -1.974507 -2.085995  0.12
244 H 9.444302 0.587293 -0.632205  0.05
245 H 11.077922 -0.188587 -0.526025  0.09
246 H 9.689652 -1.001177 0.000405  0.06
247 H 5.635732 -1.154507 -3.458305  0.09
248 H 4.874422 -0.388767 -2.066945  0.08
249 H 2.981492 -2.087187 -1.976325  0.07
250 H 3.824662 -3.078667 -2.962565  0.08
251 H 2.771692 -0.317067 -3.940925  0.08
252 H 1.817512 -1.737517 -4.090885  0.06
253 H 3.432122 -2.758037 -5.713785  0.07
254 H 4.644702 -1.677857 -5.225775  0.06
255 H 3.283422 -1.138317 -6.246275  0.08
256 C -7.925918 3.482823 9.961945  -0.09
257 C -7.543688 4.496773 8.914495  -0.26
258 C -6.635618 4.184513 7.658155  -0.22
259 C -6.231018 5.499913 6.930735  -0.27
260 P -4.877188 5.365593 5.759825  1.04
261 C -5.064128 6.471113 4.323395  -0.24
262 C -3.846798 7.150363 3.671785  -0.27
263 C -3.151358 8.228173 4.397395  -0.26
264 C -2.054408 8.915483 3.536115  -0.08
265 C -3.271558 5.715703 6.609985  -0.24
266 C -2.907268 4.663363 7.710465  -0.22
267 C -1.611518 5.033363 8.445685  -0.24
268 C -1.486148 6.368883 9.263075  -0.08
269 C -4.780368 3.608873 5.174985  -0.28
270 C -3.950878 3.433413 3.894735  -0.22
271 C -3.856128 1.844353 3.547305  -0.20
272 C -2.679448 1.240813 4.339645  -0.10
273 H -7.151688 2.971823 10.534255  0.08
274 H -8.359148 2.664593 9.386695  0.08
275 H -8.655098 3.932253 10.636055  0.09
276 H -7.044848 5.340823 9.390765  0.10
277 H -8.405818 4.997383 8.473785  0.11
278 H -7.164198 3.510413 6.984135  0.11
279 H -5.788498 3.694053 8.137665  0.10
280 H -5.951448 6.275663 7.643585  0.11
281 H -7.092068 5.962943 6.448785  0.11
282 H -5.691708 7.174973 4.870035  0.10
283 H -5.655538 5.950963 3.569885  0.10
284 H -4.265698 7.560693 2.752955  0.12
285 H -3.150778 6.389543 3.318495  0.10
286 H -2.580688 7.887433 5.261315  0.08
287 H -3.936098 8.947883 4.630405  0.13
288 H -1.682108 9.802943 4.047885  0.08
289 H -2.404898 9.188183 2.540685  0.08
290 H -1.154488 8.309983 3.428345  0.05
291 H -3.386098 6.728893 6.995245  0.09
292 H -2.570958 5.668483 5.776295  0.08
293 H -2.777898 3.682403 7.253225  0.10
294 H -3.691198 4.565873 8.461505  0.11
295 H -0.776588 5.022903 7.745055  0.08
296 H -1.510068 4.200313 9.141275  0.11
297 H -2.221448 6.401193 10.067055  0.08
298 H -1.690428 7.221303 8.615195  0.05
299 H -0.547098 6.608513 9.761935  0.08
300 H -5.817778 3.338073 4.978635  0.10
301 H -4.390748 2.907293 5.912605  0.08
302 H -3.028848 3.983673 4.082295  0.09
303 H -4.417288 4.075723 3.147735  0.08
304 H -3.552648 1.886633 2.501265  0.07
305 H -4.790438 1.284963 3.594775  0.11
306 H -2.920408 1.321403 5.399625  0.07
307 H -1.732888 1.750863 4.160865  0.07
308 H -2.637438 0.165793 4.164555  0.07
309 C 6.023892 1.147043 1.643515  -0.42
310 O 5.042722 1.700713 2.518445  -0.14
311 O 5.417942 0.869513 0.415435  -0.26
312 C 7.357972 2.051283 1.614295  -0.49
313 F 7.325022 3.235273 1.001195  0.13
314 F 7.879882 2.305943 2.839295  0.12
315 F 8.446902 1.395173 1.106735  0.09
316 C 4.423802 0.821083 3.435745  -0.25
317 C 3.755772 1.838853 4.356775  -0.07
318 H 2.752062 2.139973 4.056755  0.05
319 H 3.607592 1.424703 5.354075  0.08
320 H 4.350122 2.748703 4.440555  0.07
321 H 5.065452 0.274413 4.126785  0.13
322 H 3.674152 0.150633 3.015495  0.09
323 H 6.273522 0.210793 2.142735  0.13
324 C 1.413602 5.086083 -4.751455  -0.45
325 O 0.568362 5.631173 -5.750715  -0.09
326 O 2.609602 4.760833 -5.366925  -0.20
327 C 1.389692 5.832103 -3.295355  -0.57
328 F 0.199302 5.721913 -2.755215  0.12
329 F 2.227222 5.195583 -2.468185  0.10
330 F 1.781782 7.124763 -3.392915  0.15
331 C -0.858828 5.788163 -5.749415  -0.27
332 C -1.131718 6.517503 -7.086795  -0.04
333 H -2.146968 6.407673 -7.467985  0.07
334 H -1.036298 7.584303 -6.884495  0.08
335 H -0.407808 6.198103 -7.836495  0.09
336 H -1.231468 6.346373 -4.890555  0.09
337 H -1.309578 4.797253 -5.804475  0.09
338 H 0.962432 4.118173 -4.533035  0.11

Atomic forces in eV per Å
1.1369 -0.7772 -0.2898
-0.8841 0.3372 0.3647
0.6994 1.9755 -0.4314
-0.1387 -1.6834 0.4261
-1.7005 -0.6240 0.7556
-0.3029 0.3557 0.3715
0.6940 1.2104 0.1343
-1.4854 -1.4211 -0.1688
1.4187 0.8188 -1.0683
-0.4936 0.0927 0.1336
-0.0147 -0.3328 -0.2191
0.1185 0.1154 -0.1047
0.5267 0.0136 -0.1125
-0.2154 -0.2569 0.1495
-0.3437 -0.3620 -0.5435
0.2683 0.0590 0.0190
-0.2037 -0.5108 0.1779
-0.0735 -0.1779 0.1195
0.3789 0.7528 -0.5842
0.4089 -0.4126 0.1590
0.1054 0.2400 0.1245
0.0932 0.2248 0.2214
-0.5969 -0.4306 -0.3148
0.0863 0.3433 0.2257
0.0309 -0.2480 0.1500
0.2143 0.5199 -0.0527
0.5045 0.2199 0.4528
0.3947 0.7016 0.1460
0.4357 0.4305 0.7669
-0.0551 -0.6687 -0.4321
-0.6725 -1.8417 -1.0126
0.4839 0.0664 1.2386
0.5225 -2.0113 -0.1468
-0.6581 0.5679 1.0609
-1.1118 1.2104 -0.4701
0.8890 -1.1702 -0.1262
-0.1712 -0.1145 0.0571
-0.1428 -0.1219 -0.5137
0.2478 0.2281 -0.0516
-0.6154 0.0445 -0.4386
-0.1799 0.4073 -0.0658
0.0981 0.2603 0.0537
0.2530 0.5374 -0.2313
-0.0298 -0.1000 0.1961
-0.2061 0.2795 -0.2596
0.4563 0.1026 0.4278
-0.0138 -0.0618 0.1052
0.3658 -0.0408 -0.2474
-0.4489 -0.2099 -0.2852
-0.3256 -0.0773 0.3544
0.0524 0.7524 -0.3121
0.4938 0.5312 0.1821
0.0183 0.0514 0.0001
0.3841 0.2564 0.0174
-0.9985 -0.4061 0.7420
1.7089 -1.2940 0.8834
-1.1687 0.6431 -0.4056
-0.4072 -1.0265 -1.0761
-0.6341 0.0771 2.3613
-0.5318 2.0535 -1.9996
2.3476 -1.2363 0.2393
0.2985 0.3895 -0.7371
-0.0338 0.4955 0.0299
0.3225 -0.1220 -0.4483
-0.2444 0.2099 -0.0769
-0.0046 0.1814 0.0351
-0.1101 0.0067 0.0948
-0.1914 0.1554 -0.2190
0.2052 -0.5010 -0.2678
0.2997 0.1816 -0.4552
-0.0166 0.2408 -0.5331
0.1472 -0.0620 0.4544
-0.2829 -0.4540 0.9073
0.2226 0.2541 -0.2437
-1.2803 0.4379 0.6577
-0.3531 -0.4724 -1.1621
2.1389 1.4733 -1.8098
-0.7867 0.1066 1.6786
0.8505 0.7218 0.1342
-0.4160 -0.0462 0.4377
-1.0149 0.8357 -0.5460
-1.1223 -1.0606 0.0827
0.0442 -0.1800 -0.5053
-0.0831 0.1149 0.1909
-0.4163 -0.2642 -0.2824
-0.5742 0.1774 0.3436
0.4791 -0.1382 -0.3236
0.0195 -0.1835 0.3584
-0.0692 0.1939 0.0932
0.0997 0.2301 0.0979
-0.2339 -0.4477 0.1418
0.5300 -0.9137 0.4644
-0.3531 0.0925 -0.2829
0.2619 -0.2707 0.4512
1.2042 0.2294 0.4523
-0.2839 0.0480 -0.1717
0.4355 -2.0780 -0.5086
-0.5249 -1.0397 2.1414
-0.3874 1.6991 -2.1237
-1.1410 -0.4083 -1.7222
0.4009 1.1628 2.2665
-0.1587 0.6523 -1.2159
0.7931 -0.3363 -0.1472
-0.9729 -0.8946 0.1326
0.9889 1.5509 0.7235
-1.2335 0.6132 0.1505
-0.3113 -0.5861 -0.4428
2.2833 1.5369 -0.5329
-0.5641 -1.1202 0.1719
0.1791 0.5707 -0.4471
-2.5307 -1.6430 -0.2827
-0.2896 -0.6133 1.3231
1.0011 -0.6460 -0.4413
-0.3794 0.6217 0.1140
-0.0740 0.1883 0.2670
0.4803 0.5736 -0.2346
-0.0404 -0.2871 0.1167
0.2353 0.3051 0.7226
0.2464 0.1514 -0.2731
0.4750 -0.1671 0.3436
0.3237 0.6441 0.3401
0.3948 -0.6059 -0.0577
0.3800 0.2711 0.2564
0.0345 -0.4893 0.0430
0.0190 0.4524 -0.2047
-0.3833 -0.5541 -0.0379
-0.4945 0.5167 0.3602
0.2980 -0.3651 0.4367
0.5695 0.1240 -0.1201
-0.0231 -0.4869 -0.3729
-0.7710 -0.6061 -0.5921
0.0615 -0.3753 -0.5665
0.0043 0.0540 -0.1142
0.6973 -0.2661 -0.4213
-0.6222 -0.4368 0.8680
-0.5685 0.5293 0.2090
0.2180 -0.1006 -0.0135
-0.0364 0.1919 -0.3669
-0.4585 -0.3454 0.0111
0.1622 -0.0464 0.8292
0.1129 -0.0826 -0.2821
0.2858 -0.1187 0.4311
0.3099 0.1126 0.1318
0.6233 -0.2414 -0.0818
-0.9063 0.3039 0.0544
0.0600 0.8617 -0.4293
0.3150 0.3762 -0.2246
0.3581 0.4500 0.3611
0.0730 0.2114 -0.5209
0.7813 -0.6462 0.0899
-1.3457 -0.4373 -0.2036
0.9139 0.2850 0.1396
-0.3745 -1.3870 -0.8912
-0.0532 -0.5642 -0.3720
1.0275 -0.4100 0.8560
-0.5745 -0.5091 0.1664
-1.4178 -0.1961 -0.7631
-0.1867 0.3782 0.3814
-0.2036 0.7731 -0.2601
-2.1911 -0.0243 1.1492
0.7446 0.1603 -1.8640
1.3817 0.1929 0.2277
-1.6523 0.1534 0.2550
1.2365 0.4122 -0.3108
-1.0890 1.8542 0.4865
0.2460 -0.0677 -1.0272
-0.2348 0.2000 0.5641
0.0479 0.3864 -0.3044
-0.1231 -0.2065 0.1177
0.2493 0.0424 -0.1169
0.5141 0.2163 -0.1826
0.1046 -0.1608 -0.1826
-0.4327 0.0428 0.4867
-0.1004 0.3927 0.3340
0.3596 -0.0420 -0.2248
-0.0461 0.1529 -0.1744
-0.0402 0.0395 0.0434
0.8603 0.3418 0.3887
1.1030 0.2550 0.0563
0.1633 -0.1660 -0.3492
0.4058 -0.0402 -0.1650
0.0930 -0.1177 0.0661
0.0188 0.2554 0.1784
-0.1257 0.3658 -0.1444
0.3257 0.1400 -0.4977
0.1904 -0.1174 0.7955
0.3051 0.7070 0.0840
0.1510 -0.3534 -0.0318
-0.4684 -1.0720 0.4643
-0.8640 0.1950 -0.7354
-0.1172 0.1592 -0.4392
-0.0210 0.2732 0.4813
0.1014 -0.2215 0.5915
0.1262 0.1425 -0.0904
0.5988 0.2726 -0.5909
-0.3409 -0.3319 0.7463
-0.4453 -0.9835 -0.1318
-0.2421 0.0721 0.0300
0.3744 -0.3711 0.1387
-0.1229 -0.3697 0.1126
0.1837 -0.1148 0.0628
0.1805 -0.0747 0.2965
0.8208 -0.3962 -0.1534
-0.2567 -0.6524 -1.0038
-1.8945 -0.1359 0.8920
0.9060 1.8395 -0.7153
0.8361 -0.4516 -0.8326
0.5176 -0.5377 0.4529
0.3121 0.2359 -0.5280
0.7358 -0.6370 0.7689
-1.1925 0.8425 -0.1234
-0.1757 -0.6934 0.0056
-0.1399 -0.5453 0.6815
-0.3641 1.8321 0.7567
0.4572 -1.0976 -0.2654
-1.8472 -0.3214 0.3232
-0.0259 0.0079 -0.7908
1.0066 -0.4878 -0.1360
0.1616 -0.3449 0.0307
-0.2090 -0.4848 0.2753
0.0291 -0.1061 0.0069
-0.5239 0.5993 0.1342
0.1236 -0.0131 0.7933
0.3764 0.4499 -0.3926
-0.4151 -0.4298 -0.0358
0.6179 0.4081 1.1379
0.0723 -0.2522 -0.0109
-0.0248 -0.2562 -0.5738
-0.1962 0.2352 -0.2924
-0.1877 0.2736 -0.1017
0.0682 0.1977 -0.1842
0.1971 0.0704 -0.2508
-0.2217 -0.0879 0.1333
-0.0524 0.0549 0.1647
0.1871 -0.0547 -0.1311
-0.1227 0.0159 0.0737
0.1508 -0.3651 -0.0943
-0.0123 0.0181 0.4884
0.2314 0.0854 0.1457
0.3257 0.0983 -0.5365
-0.4840 0.1484 -0.0709
0.5776 0.0083 0.1549
-0.3866 -0.2150 -0.1826
0.2663 0.0305 -0.5573
-0.0308 0.4576 -0.2364
-0.1137 -0.0469 0.1307
-0.1288 -0.1891 -0.1243
0.3547 0.1055 0.2913
0.1571 0.7910 0.5287
-0.0131 -0.1902 -0.8121
0.2399 0.2063 0.1298
-0.0998 -0.3504 0.2267
-0.3439 -0.2445 0.3509
0.0358 0.4126 -0.2222
0.0248 0.3828 0.2868
-0.2569 -1.0686 -1.1272
0.8602 2.1451 -1.0743
-0.3459 -0.0375 1.5945
-0.5863 -0.1174 0.3950
1.5762 -1.7043 0.3420
0.0485 -0.0976 1.1502
-0.6429 -1.4976 -0.9850
1.2232 1.2000 -0.2118
-0.2678 0.0555 0.2934
-1.2553 -1.0334 -0.0154
0.0091 1.5047 -0.2129
0.7031 0.3079 0.8910
-1.2662 -0.2512 -0.5309
-0.2836 0.4830 -0.2835
-1.2564 -0.6980 0.7221
1.9117 2.7773 -0.5996
-1.4173 -0.2748 0.3849
0.4218 0.6352 -0.0010
-0.6746 -0.2171 0.3852
0.0334 -0.2452 -0.0609
0.2438 0.1077 0.2812
-0.5782 -0.3082 0.2898
0.2111 -0.0960 -0.0386
0.4094 -0.2192 -0.6744
0.3031 -0.0406 0.2762
-0.2063 -0.2370 -0.3178
-0.3264 0.7328 -0.7212
-0.2422 0.0773 0.1605
0.0528 0.2345 -0.1345
0.2049 -0.2660 0.0447
-0.6579 0.0146 0.3916
0.3491 0.3035 0.5804
-0.2954 0.1974 -0.0959
-0.0307 0.1099 0.0477
-0.1150 -0.4751 -0.1055
0.3757 0.0133 0.0656
0.4143 0.2926 0.1796
0.0536 0.0064 -0.0295
-0.2366 0.1302 -0.1250
0.0980 -0.3043 -0.1327
0.5608 -0.0045 0.0570
-0.1867 -0.0406 -0.0482
-0.0645 0.1419 -0.0683
0.2879 -0.7040 -0.3503
-0.1013 -0.1917 0.0196
-0.2252 0.4050 0.4385
0.8022 -0.8596 -0.1954
-0.2143 -0.5882 -0.5811
-0.1435 -0.4593 -0.3335
-0.0100 0.3535 0.4069
0.2756 0.0587 0.1827
-0.0457 -0.1228 -0.1524
0.4021 0.0099 -0.1774
-1.5863 -1.2263 -2.5128
0.6776 0.4398 -0.0682
1.5398 0.8217 1.2064
1.7400 -0.9873 1.2624
-0.9328 0.1861 -0.5510
-1.5378 0.3642 0.8979
-1.3803 -0.4657 -1.2080
-0.2965 2.0349 1.1511
-1.0229 -0.2509 0.8688
-0.1633 0.0602 -0.4385
0.1154 0.0127 0.1402
0.2095 -0.2357 0.0065
0.7110 -0.3102 -0.7130
0.1354 -0.1926 -0.4438
1.0638 -0.1938 0.1148
1.9513 -2.2372 -1.5864
-0.4156 1.6782 0.1141
-1.6200 1.4824 2.5188
2.2437 0.2274 -4.5440
-1.9396 0.4453 1.1132
0.5802 -0.2151 0.8405
-0.6351 -0.7287 0.7806
1.4587 -0.2736 -1.1956
-0.2590 0.4741 0.9739
-0.0719 -0.3664 0.0487
0.3570 0.0507 -0.3223
-0.1145 0.0328 0.1494
-0.0478 0.1093 0.1857
-0.2385 -0.4296 0.3009
-0.9340 -0.8485 1.0494